A cluster of 2 separate species, CH5N2O in total at a distorted geometry, computed with ωB97M-V/def2-TZVPD.

Cartesian coordinates (Å):
O -1.408 -1.703 -1.038
H -0.590 -1.170 -0.919
N 0.642 -0.454 0.336
C 0.143 0.753 0.510
N 0.969 1.831 0.483
H 1.636 -0.440 0.131
H -1.336 -2.517 -0.539
H -0.944 0.808 0.516
H 0.380 2.636 0.276

The highest occupied orbital energy (alpha / beta) comes out at -10.78 / -10.70 eV. The expectation value of S² is 0.7895. As for the spin multiplicity: 2. Its LUMO energy (alpha / beta) is 0.986 / -2.260 eV. The total energy comes out at -225.77027 Ha.


A structure of composition CH5N2O2 at a distorted geometry, computed with ωB97M-V/def2-TZVPD.

Cartesian coordinates (Å):
C -0.828 0.773 0.960
N 1.550 -0.682 -1.043
N -0.546 -0.498 0.249
O -0.728 -0.330 -1.107
O 1.172 -0.540 0.270
H -1.952 0.863 0.926
H -0.471 0.507 1.951
H -0.195 1.594 0.471
H 0.797 -0.061 -1.499
H 1.201 -1.627 -1.178

As for the charge: -1. The highest occupied orbital energy comes out at -2.45 eV. As for the spin multiplicity: 1. Its LUMO energy is 4.827 eV. The total energy comes out at -300.92765 Ha.


A structure of composition CH5N2O3S at a distorted geometry, computed with ωB97M-V/def2-TZVPD.

Cartesian coordinates (Å):
C -1.080 -0.934 -0.162
N -0.820 1.424 0.719
N -0.387 0.218 -0.627
O 1.693 -0.595 -1.626
O 1.520 -1.026 0.743
O 1.785 1.221 0.152
S 1.295 -0.071 -0.322
H -0.592 -1.215 0.789
H -2.132 -0.616 -0.336
H -0.807 -1.787 -0.787
H -0.522 2.223 0.203
H 0.048 1.159 1.252

As for the charge: -1. The highest occupied orbital energy comes out at -5.17 eV. As for the spin multiplicity: 1. Its LUMO energy is 4.249 eV. The total energy comes out at -774.50169 Ha.


An isolated molecule of CH5N2P at a distorted geometry, computed with ωB97M-V/def2-TZVPD.

Cartesian coordinates (Å):
C -1.431 0.385 -0.076
N 2.314 -0.569 -0.088
N -0.145 -0.272 0.042
P 1.269 0.590 -0.033
H -1.422 1.332 0.292
H -1.700 0.250 -1.049
H -2.256 -0.005 0.626
H 3.282 -0.475 0.083
H 0.089 -1.236 0.204

The highest occupied orbital energy comes out at -9.00 eV. As for the spin multiplicity: 1. Its LUMO energy is 0.777 eV. The total energy comes out at -491.93742 Ha.


The ion CH5N2S with charge +1 at a distorted geometry, computed with ωB97M-V/def2-TZVPD.

Cartesian coordinates (Å):
C 0.649 -0.148 0.054
N -0.581 -0.452 0.419
N 1.079 0.899 -0.606
S -2.106 0.328 0.089
H 1.440 -0.770 0.590
H -0.699 -1.267 1.025
H 2.109 1.125 -0.765
H 0.381 1.675 -0.701
H -2.193 -0.345 -1.187

As for the charge: +1. The highest occupied orbital energy comes out at -14.94 eV. As for the spin multiplicity: 1. Its LUMO energy is -4.261 eV. The total energy comes out at -548.52569 Ha.


A cluster of 2 separate species, CH5N2S in total at a distorted geometry, computed with ωB97M-V/def2-TZVPD.

Cartesian coordinates (Å):
C -0.865 -0.993 -0.405
N -1.840 -0.048 -0.555
N 0.842 0.459 -0.051
S -1.326 -0.926 -1.960
H -0.292 -1.342 0.438
H -2.775 -0.336 -0.188
H 1.512 -0.028 -0.713
H 0.980 0.206 0.864
H 0.605 1.466 -0.188

As for the charge: +1. The highest occupied orbital energy comes out at -14.89 eV. As for the spin multiplicity: 1. Its LUMO energy is -5.709 eV. The total energy comes out at -548.40791 Ha.


A cluster of 2 separate species, CH5N2S in total at a distorted geometry, computed with ωB97M-V/def2-TZVPD.

Cartesian coordinates (Å):
C -0.543 -0.760 1.771
N 0.335 0.142 1.882
N 0.225 0.286 -2.187
S -0.550 -0.861 3.396
H -1.007 -1.128 0.901
H 0.239 1.037 1.451
H -0.310 1.017 -2.573
H 0.545 -0.430 -2.826
H 1.067 0.698 -1.814

As for the charge: +1. The highest occupied orbital energy comes out at -13.49 eV. As for the spin multiplicity: 1. Its LUMO energy is -7.850 eV. The total energy comes out at -548.39274 Ha.


The ion CH5N2S2 with charge +1 at a distorted geometry, computed with ωB97M-V/def2-TZVPD.

Cartesian coordinates (Å):
C 0.078 -0.344 -0.056
N -0.354 -0.528 1.218
N 0.046 1.085 -0.471
S 1.758 -1.023 -0.535
S -0.091 -1.668 -1.362
H -1.271 -0.114 1.247
H -0.366 -1.432 1.599
H -0.826 1.444 -0.338
H 0.320 1.044 -1.435
H 0.706 1.536 0.132

As for the charge: +1. The highest occupied orbital energy comes out at -13.16 eV. As for the spin multiplicity: 1. Its LUMO energy is -4.706 eV. The total energy comes out at -946.68632 Ha.


Q: What is the formula in the fifth record?
A: CH5N2S